# C22H48F2N2O6Y

A structure of composition C22H48F2N2O6Y (ωB97M-V/def2-TZVPD, OMol25).

ORCA input file:
```
! RIJCOSX wB97M-V def2-TZVPD def2/J DEFGRID3
* xyz -1 1
H 0.150 15.156 39.987
H 0.874 20.363 36.485
C -1.434 15.042 36.394
C 1.647 22.055 37.790
H 1.659 24.052 36.774
H 5.108 17.196 39.102
H -2.174 17.618 34.272
H 4.965 16.210 36.884
H 0.508 17.555 35.055
H 5.506 21.513 40.259
C -3.768 16.920 35.468
H 0.906 19.595 40.957
C 4.844 17.254 37.170
C 1.295 21.367 36.441
H 0.802 15.827 35.352
C -2.950 16.779 38.542
H 4.396 20.183 40.689
F 3.023 17.342 41.135
H 1.863 22.829 40.740
Y 2.032 17.335 39.018
C 3.239 24.062 38.304
H 3.302 22.317 41.661
H 5.819 17.666 36.908
H -0.574 14.765 37.004
H -4.828 17.952 36.883
H -3.973 15.996 36.009
H -3.576 19.652 38.453
H 2.315 21.186 41.287
H -4.570 16.940 34.730
O 2.352 19.734 38.587
O 4.368 17.480 38.559
H -2.135 16.077 38.717
H -0.053 16.453 33.913
H -0.617 22.183 38.044
N 2.608 21.205 38.496
H 0.362 21.337 39.171
C -1.245 16.470 35.857
H -2.562 15.883 34.228
H 2.921 23.186 36.297
H -3.671 18.983 35.961
C 2.668 22.097 40.802
O 0.413 16.071 40.110
H 5.074 20.251 39.095
H 0.138 18.299 42.472
H -1.246 16.142 41.241
H 3.832 19.054 36.394
O 0.641 18.732 40.629
H -1.254 18.392 41.509
N -1.361 17.538 36.940
H -2.304 14.849 37.022
H 4.076 17.766 35.225
H 2.039 17.668 35.812
C 4.203 23.100 38.986
C -2.435 16.750 34.877
C 4.695 20.877 39.903
H -1.817 19.994 38.038
C 3.510 21.794 39.520
H 2.248 21.275 35.920
H 4.794 23.605 39.750
H 4.946 22.714 38.287
C -0.229 18.023 41.483
C 2.385 23.377 37.227
O 2.587 17.357 36.537
C -2.555 19.273 38.389
H -1.462 14.401 35.513
C 3.873 17.971 36.276
C -3.805 18.058 36.522
H 0.734 21.915 35.684
H -2.229 19.016 39.396
O -0.073 17.801 37.692
F 2.581 15.152 38.490
H 2.621 24.566 39.047
C 0.077 16.556 34.990
C -0.226 16.517 41.325
H -3.787 16.129 38.287
C -2.642 17.922 37.610
H 3.803 24.834 37.781
H 0.424 23.146 39.145
H 0.281 16.088 42.190
C 0.345 22.235 38.553
H -3.137 17.167 39.544
*
```

LUMO = 0.104 Eh
Frontier orbital gap = 5.8 eV
E_HOMO = -2.967 eV